C4H6O | ωB97M-V/def2-TZVPD

Computed properties:
- max |F| (eV Å⁻¹) = 0.71
- total charge = 0
- M (g mol⁻¹) = 70.09
- lowest unoccupied orbital energy (hartree) = 0.0403
- 2S+1 = 1

Last column: Mulliken charge in e.
Geometry (Å):
O (-0.46324, -1.05602, 0.47756)  -0.415
C (-0.37852, 0.82134, -0.50292)  -0.319
C (1.69888, -0.22093, 0.85753)  -0.919
C (-1.32552, -0.38872, -0.45775)  -0.290
C (0.48955, -0.07397, 0.34289)  0.514
H (2.52856, 0.46783, 0.76586)  0.280
H (-0.75401, 1.70139, 0.02576)  0.193
H (1.76321, -1.16165, 1.38490)  0.253
H (-1.37915, -0.94970, -1.39445)  0.228
H (0.02010, 1.10129, -1.47916)  0.233
H (-2.31394, -0.23580, -0.02545)  0.241

***

C3H10O4SSn | ωB97M-V/def2-TZVPD

Computed properties:
- max |F| (eV Å⁻¹) = 4.19
- total charge = +1
- M (g mol⁻¹) = 260.89
- expectation value of S² = 0.753
- lowest unoccupied orbital energy (alpha / beta) (hartree) = -0.2185 / -0.2125
- 2S+1 = 2

Last column: Mulliken spin population.
Geometry (Å):
Sn (0.85653, -2.22314, -3.06579)  1.019
S (-0.76964, 1.02510, -0.84161)  0.001
O (-2.07382, 0.48097, -0.43946)  0.001
O (1.06012, -4.98801, -1.50028)  0.004
O (0.15442, 1.21159, 0.49641)  0.000
O (-0.03217, 0.32674, -1.90711)  -0.025
C (-1.07428, 2.79340, -1.31024)  -0.001
C (0.91089, 0.63126, 2.73053)  0.000
C (-0.06375, 0.37180, 1.56205)  0.001
H (0.07933, -0.61804, 1.12862)  0.000
H (0.90019, -0.16850, 3.47105)  0.000
H (1.92973, 0.65303, 2.34378)  0.000
H (-1.84167, 2.90319, -2.07650)  0.000
H (0.97641, -5.09230, -2.44810)  -0.001
H (0.72601, 1.64763, 3.07826)  0.000
H (-1.32326, 3.26182, -0.35803)  0.000
H (0.78509, -5.83144, -1.14082)  0.000
H (-1.08341, 0.43943, 1.94127)  0.000
H (-0.11671, 3.17549, -1.66403)  0.000

***

C6H11N2 | ωB97M-V/def2-TZVPD

Computed properties:
- max |F| (eV Å⁻¹) = 4.89
- total charge = +1
- M (g mol⁻¹) = 111.17
- lowest unoccupied orbital energy (hartree) = -0.1579
- 2S+1 = 1

Last column: Mulliken charge in e.
Geometry (Å):
N (0.82365, 2.15986, 0.13098)  -0.444
N (-1.20427, 0.27799, -0.33488)  -0.093
C (1.46528, -1.64164, 0.19025)  -1.278
C (-1.68885, -0.26494, 0.92181)  -0.996
C (1.38899, -0.23859, 0.68317)  -0.230
C (-1.92048, 0.73791, -1.28343)  -0.181
C (0.79876, 0.78384, -0.11424)  1.256
C (1.05387, 1.77018, -1.09670)  -0.649
H (-1.59202, 1.28245, -2.07562)  0.275
H (-3.01178, 0.55240, -1.29458)  0.247
H (-1.34384, -1.41143, 0.94026)  0.246
H (2.28650, -1.84549, -0.63289)  0.298
H (-2.78182, -0.08678, 1.06275)  0.398
H (1.47529, 2.05700, -2.02330)  0.364
H (1.65563, -2.34308, 0.94278)  0.395
H (0.56602, -2.04085, -0.30387)  0.331
H (0.91667, -0.23113, 1.70760)  0.243
H (-1.23267, 0.24154, 1.66786)  0.393
H (2.34508, 0.24076, 0.91205)  0.426

***

C5H6N2 | ωB97M-V/def2-TZVPD

Computed properties:
- max |F| (eV Å⁻¹) = 5.94
- total charge = 0
- M (g mol⁻¹) = 94.12
- lowest unoccupied orbital energy (hartree) = 0.0360
- 2S+1 = 1

Last column: Mulliken charge in e.
Geometry (Å):
N (-2.17772, 0.47978, -1.43175)  -0.555
N (0.44104, -1.16534, 0.60512)  -0.506
C (0.42022, 0.96003, 0.19186)  -1.021
C (-1.22628, -0.07401, -0.93994)  0.314
C (0.07990, 0.08156, 1.38852)  -0.159
C (1.03503, -0.27854, -0.43884)  -0.052
C (-0.19754, -1.06503, -0.74229)  -0.126
H (0.94115, 1.88039, 0.30500)  0.427
H (-0.93785, 0.10271, 1.78845)  0.258
H (-0.94588, 1.39709, -0.74722)  0.311
H (0.79445, 0.13804, 2.21361)  0.274
H (2.00407, -0.45593, -0.90313)  0.418
H (-0.23059, -2.00075, -1.28940)  0.417

***

C3H12BrCuN6O3 | ωB97M-V/def2-TZVPD

Computed properties:
- max |F| (eV Å⁻¹) = 2.47
- total charge = +1
- M (g mol⁻¹) = 323.62
- expectation value of S² = 0.754
- lowest unoccupied orbital energy (alpha / beta) (hartree) = -0.2053 / -0.3204
- 2S+1 = 2

Last column: Mulliken spin population.
Geometry (Å):
Br (1.01529, 0.21040, -0.63169)  0.835
Cu (2.73454, -1.37494, 0.75341)  0.002
O (-1.41782, -2.57641, 1.65125)  0.003
O (2.24102, -2.34446, -3.25834)  0.017
O (2.14831, 1.84439, 3.16639)  0.028
N (1.97286, -0.15400, -3.88594)  0.073
N (-2.22328, -0.82285, 0.41736)  0.021
N (0.88261, 3.39318, 4.23179)  0.004
N (-3.64712, -2.00930, 1.69702)  0.002
N (0.14093, 2.42931, 2.30048)  0.008
N (1.23419, -1.81570, -5.23319)  0.018
C (-2.34951, -1.87729, 1.29414)  -0.001
C (1.81799, -1.49252, -4.02955)  0.003
C (1.11599, 2.52521, 3.21312)  -0.001
H (-4.28417, -1.24854, 1.58231)  0.000
H (0.66445, -1.20606, -5.78450)  0.000
H (0.19824, 1.71807, 1.60559)  0.007
H (1.29804, -2.80591, -5.40981)  -0.001
H (-0.59738, 3.10585, 2.22664)  -0.002
H (-3.91129, -2.82993, 2.21363)  0.000
H (0.24785, 4.15466, 4.06495)  0.000
H (2.16914, 0.18721, -2.96280)  -0.008
H (1.47088, 3.46323, 5.04024)  0.001
H (-2.98338, -0.22713, 0.15967)  -0.001
H (-1.31076, -0.66025, 0.03688)  -0.003
H (1.37238, 0.41379, -4.45904)  -0.006

***

C14H48O10 | ωB97M-V/def2-TZVPD

Computed properties:
- max |F| (eV Å⁻¹) = 0.73
- total charge = 0
- M (g mol⁻¹) = 376.53
- lowest unoccupied orbital energy (hartree) = 0.0138
- SMILES string = CC(C)O.CC(C)O.CO.CO.CO.CO.CO.CO.CO.CO
- 2S+1 = 1

Last column: Mulliken charge in e.
Geometry (Å):
O (-1.50828, -1.12915, -4.64690)  -0.530
O (-2.06072, 5.29621, 2.98589)  -0.577
O (3.04186, -0.69976, -2.62771)  -0.575
O (3.06263, 0.21440, 2.17422)  -0.418
O (-1.16280, -0.37615, 3.97121)  -0.543
O (1.58386, -1.10757, 0.18330)  -0.212
O (-0.69496, 0.91520, -2.85490)  -0.255
O (-0.09471, -4.39655, -2.49029)  -0.547
O (1.43070, -4.84081, 2.40492)  -0.561
O (-1.72914, -3.10882, 3.50422)  -0.583
C (2.27247, -0.53907, -3.80446)  -0.341
C (-1.73392, 3.17406, 1.83517)  -0.595
C (3.73447, 1.36598, 1.64028)  -0.576
C (-2.29484, -2.00498, -3.83059)  -0.518
C (-3.00346, 1.53005, -2.43901)  -1.104
C (-1.55558, -3.27571, 2.10175)  -0.189
C (-1.63314, 1.99040, -2.89879)  0.573
C (0.08152, 0.03183, 3.41216)  0.552
C (-1.26003, 4.60803, 2.00978)  0.616
C (0.16905, 4.67761, 2.51041)  -1.296
C (2.17757, -3.62674, 2.36988)  -0.180
C (-1.05819, 3.07133, -2.01812)  -0.960
C (1.01185, -3.83079, -1.79859)  -0.257
C (0.68566, -0.15179, -0.34229)  -0.696
H (-0.88630, 0.26975, -3.54992)  0.131
H (1.16854, 0.81029, -0.54599)  0.371
H (-0.96510, 2.59639, 1.31837)  -0.326
H (1.95509, -4.32312, -2.05855)  0.379
H (2.21457, -3.30273, 1.33302)  -0.034
H (-1.00880, -2.43083, 1.66097)  -0.163
H (-2.66729, 3.14095, 1.27432)  0.429
H (-0.98265, 2.71803, -0.98445)  -0.263
H (1.02614, -4.90585, 3.27439)  0.325
H (-2.14269, -3.05162, -4.09384)  0.286
H (3.56539, -0.14746, 2.90834)  0.239
H (-1.66601, 2.37326, -3.92907)  0.235
H (0.84540, -3.94888, -0.73113)  -0.032
H (1.14145, -2.76458, -2.01164)  0.149
H (0.83994, 0.16184, 4.18653)  0.389
H (-3.32447, 0.64196, -2.97997)  0.221
H (2.13321, -0.66425, 0.84647)  0.157
H (-0.04993, 3.32015, -2.34435)  0.379
H (1.66969, -2.82353, 2.91809)  0.098
H (0.43106, -0.80223, 2.80014)  -0.512
H (1.77568, 0.43104, -3.84807)  0.128
H (3.65461, 2.22520, 2.31019)  0.265
H (3.26450, 1.60798, 0.69069)  0.195
H (0.17596, -4.57724, -3.39377)  0.296
H (3.16868, -3.77619, 2.80394)  0.379
H (1.56142, -1.35997, -3.95088)  0.131
H (-2.93038, 5.48555, 2.62284)  0.319
H (-0.17337, 0.04995, 0.31809)  0.239
H (-2.95424, 1.29067, -1.37149)  0.185
H (2.44441, -0.84355, -1.88478)  0.291
H (-2.52192, -3.32851, 1.59300)  0.371
H (-1.97942, -1.85585, -2.80160)  0.179
H (-1.70645, -1.28584, -5.57303)  0.259
H (0.26352, -0.53707, -1.26491)  0.137
H (4.79185, 1.17229, 1.44830)  0.294
H (2.96113, -0.60472, -4.65315)  0.338
H (-1.47913, 0.28121, 4.59573)  0.270
H (0.60181, 5.66707, 2.36978)  0.336
H (-3.75149, 2.31644, -2.56025)  0.416
H (0.78713, 3.95302, 1.97733)  0.293
H (-0.95844, -4.16687, 1.92707)  0.185
H (-0.04131, 0.89005, 2.75431)  -0.197
H (-1.69946, 3.95412, -2.00137)  0.470
H (0.19187, 4.44992, 3.57733)  0.349
H (-1.33504, 5.14180, 1.05541)  0.168
H (-1.63734, -2.16910, 3.70086)  0.380
H (-1.87047, 2.70851, 2.81285)  0.334
H (-3.36324, -1.77462, -3.89769)  0.301

***

C2H4Cl3OP | ωB97M-V/def2-TZVPD

Computed properties:
- max |F| (eV Å⁻¹) = 3.48
- total charge = 0
- M (g mol⁻¹) = 181.39
- lowest unoccupied orbital energy (hartree) = 0.0219
- SMILES string = O=[PH](Cl)Cl.C=CCl
- 2S+1 = 1

Last column: Mulliken charge in e.
Geometry (Å):
Cl (0.12010, -0.29905, -2.08516)  -0.143
Cl (-0.34578, -1.25532, 1.51720)  -0.134
Cl (-3.03704, -0.03312, 2.09692)  -0.224
P (-1.79447, -0.45544, 0.58818)  0.748
O (-2.40832, -1.25210, -0.45861)  -0.538
C (1.32010, 0.60731, -1.16732)  -0.250
C (1.92928, 0.11294, -0.12178)  -0.444
H (-1.44362, 0.88221, 0.13677)  0.147
H (1.53206, 1.63575, -1.49134)  0.319
H (2.37599, 0.88246, 0.57992)  0.217
H (1.75171, -0.82563, 0.40522)  0.302

***

C8H14NO4S | ωB97M-V/def2-TZVPD

Computed properties:
- max |F| (eV Å⁻¹) = 2.42
- total charge = +1
- M (g mol⁻¹) = 220.27
- lowest unoccupied orbital energy (hartree) = -0.1678
- 2S+1 = 1

Last column: Mulliken charge in e.
Geometry (Å):
S (1.22975, 1.28207, 2.01129)  1.151
O (0.06018, 0.88420, 2.73076)  -0.562
O (1.93363, -0.05068, 1.42199)  -0.201
O (1.20018, 2.27577, 0.98604)  -0.538
O (2.37870, 1.67416, 3.07505)  -0.327
N (-3.55555, -0.11199, -0.83874)  0.000
C (0.82347, 0.28339, -2.14761)  -0.672
C (-2.21333, 0.55098, -0.89099)  -0.552
C (-3.62138, -1.12079, -1.67155)  -0.106
C (-2.22053, -1.24569, -2.40764)  -0.505
C (3.25416, 0.55692, 3.25887)  -0.411
C (3.27644, -0.14461, 1.91323)  -0.342
C (-1.35549, -0.74631, -1.17904)  0.216
C (0.17484, -0.62210, -1.31946)  -0.579
H (-1.69438, -1.41897, -0.35617)  0.301
H (-4.35096, 0.14209, -0.25451)  0.287
H (0.79978, -1.29159, -0.67980)  0.343
H (-2.26341, 1.19879, -1.80796)  0.322
H (1.60293, -0.12046, -2.83283)  0.273
H (0.61003, 1.37906, -2.10404)  0.248
H (-1.92313, 1.21272, -0.04811)  0.315
H (3.93456, 0.36973, 1.20900)  0.297
H (3.57876, -1.18693, 1.99606)  0.314
H (4.24131, 0.89117, 3.57031)  0.319
H (-1.84717, -2.26458, -2.64175)  0.363
H (2.82677, -0.08509, 4.03319)  0.306
H (-4.51902, -1.77277, -1.77725)  0.417
H (-2.36114, -0.51846, -3.24836)  0.322